C3H3NO3 | ωB97M-V/def2-TZVPD

CARTESIAN COORDINATES (ANGSTROEM)
1 O -2.1688 -1.6524 0.4872
2 C -0.3180 -0.1988 0.1183
3 H -0.3473 1.6860 -0.7059
4 O 0.6024 -0.9812 0.5390
5 N 0.1776 0.9083 -0.3262
6 O 2.4773 0.6585 0.8662
7 C 1.7906 0.1666 0.0405
8 H -2.4736 0.2265 -0.2093
9 H 2.0449 -0.2410 -0.9419
10 C -1.7850 -0.5723 0.1321

Spin multiplicity = 1
E_HOMO = -10.37 eV
ΔE to the lowest compared entry with this formula, charge and spin = 2.7719 eV
LUMO = -0.0271 Eh
E_tot = -396.52257 hartree
Molar mass = 101.1 g mol⁻¹
HOMO-LUMO gap = 9.635 eV

Here are the Löwdin charges for atoms 1 to 8, given in e:
1. O 0.12
2. C -0.44
3. H 0.12
4. O 0.07
5. N 0.18
6. O 0.10
7. C -0.27
8. H 0.13


C18H16N2O2S2 | ωB97M-V/def2-TZVPD

CARTESIAN COORDINATES (ANGSTROEM)
1 O 0.7106 -0.7639 4.2737
2 H 5.1942 -4.4924 -5.4887
3 C 2.7866 -7.5688 0.9044
4 H -1.0649 -3.0255 -0.6157
5 C 3.7217 -6.3775 0.7952
6 C 1.4258 -7.1617 0.3642
7 C 1.4526 -3.0086 -1.6244
8 S 4.1965 -5.9617 -0.9127
9 C 0.2446 -1.6616 2.2126
10 O -1.3638 -1.3521 3.8251
11 H 3.2772 -5.4693 1.2255
12 C -0.7039 -2.2006 1.3210
13 H 0.6734 -7.9320 0.5762
14 C 2.1354 -6.0156 -5.6024
15 C 3.2921 -5.3691 -6.0636
16 C 4.2941 -5.0084 -5.1502
17 H 3.4074 -5.1421 -7.1252
18 H 1.0932 -6.1935 0.7624
19 C 1.0579 -2.5439 -0.3537
20 H 3.1837 -8.4207 0.3448
21 C 1.9971 -1.9770 0.5792
22 H 4.9352 -5.0248 -3.0958
23 H 2.2931 -1.1291 2.5513
24 C 0.5414 -3.5002 -2.5485
25 C 1.9857 -6.3033 -4.2510
26 C 4.1493 -5.3033 -3.7984
27 H 2.4904 -2.9123 -1.9438
28 H 4.6816 -6.5912 1.2834
29 C 1.6000 -1.5506 1.8295
30 C 2.9891 -5.9483 -3.3301
31 H 1.3382 -6.2904 -6.2953
32 C 2.8374 -6.2568 -1.9068
33 H -1.7354 -2.2716 1.6554
34 H 2.6914 -7.8658 1.9567
35 N -0.1582 -1.2374 3.5041
36 S 1.3785 -7.0162 -1.4488
37 N -0.1511 -3.8986 -3.4155
38 H 1.0759 -6.7881 -3.8974
39 C -0.3144 -2.6233 0.0659
40 H 3.0447 -1.8813 0.2858

Spin multiplicity = 1
E_HOMO = -6.20 eV
ΔE to the lowest compared entry with this formula, charge and spin = 2.7346 eV
LUMO = -0.0917 Eh
E_tot = -1751.69587 hartree
Molar mass = 356.5 g mol⁻¹
HOMO-LUMO gap = 3.708 eV

Here are the Löwdin charges for atoms 1 to 8, given in e:
1. O 0.01
2. H 0.11
3. C -0.29
4. H 0.10
5. C -0.43
6. C -0.42
7. C -0.14
8. S 1.04


C22H30ClHfP | ωB97M-V/def2-TZVPD

CARTESIAN COORDINATES (ANGSTROEM)
1 H -1.5270 -0.7626 3.2442
2 H 2.8701 -2.8658 -1.9487
3 H -6.0457 -0.4575 -0.6461
4 C 4.3471 -4.3887 -1.5825
5 H 3.8779 -1.6853 1.6236
6 H -3.4536 0.3784 -3.5353
7 C 4.8370 -5.3313 -0.6755
8 H 3.1531 0.9230 -0.4112
9 H 0.4486 -0.7729 -3.4634
10 H 4.6330 -6.1810 1.3001
11 H 4.7359 -4.3372 -2.6058
12 H -2.8126 0.5784 1.2712
13 H 5.6146 -6.0207 -0.9933
14 C 2.0557 -0.3619 -1.9349
15 H 1.0795 -2.9525 3.0356
16 H 1.1332 2.7035 -0.8726
17 H -5.1661 -0.0251 -3.5429
18 C -0.8237 1.5558 0.8846
19 C -1.0692 -0.0646 2.5385
20 C 0.2722 0.3996 2.5848
21 H 2.8630 -0.2314 1.6568
22 C -4.3542 0.4199 -1.6150
23 C -4.2338 -0.1444 -2.9689
24 C -4.2379 1.8745 -1.4547
25 C 3.3116 -3.5289 -1.2082
26 C 0.6938 -3.1152 2.0219
27 H -0.3520 -2.8032 1.9892
28 C 2.2652 0.7493 -1.0259
29 P 1.6964 -2.2155 0.7884
30 C -4.9522 -0.3800 -0.5407
31 C 1.2032 1.6940 -1.2776
32 H -4.7685 0.0809 0.4368
33 H -4.0122 -1.2180 -2.9534
34 H -5.1626 2.3899 -1.7689
35 C 2.8243 -3.5198 0.1177
36 H -4.0605 2.1486 -0.4089
37 Hf 0.2412 -0.2166 -0.2365
38 H -3.4296 2.2758 -2.0782
39 H 0.7333 -4.1821 1.7860
40 C 2.8761 -1.3076 1.8475
41 H 1.0154 0.1553 3.3401
42 C 0.3491 1.1557 -2.2927
43 C 3.2956 -4.5112 0.9984
44 C 0.4567 1.3748 1.5471
45 Cl -1.7055 -1.1809 -1.1286
46 H 2.8108 -1.1147 -2.1701
47 C 0.8532 -0.1307 -2.6774
48 C 4.2966 -5.4063 0.6091
49 H -1.1087 2.3823 0.2276
50 H -0.4467 1.6939 -2.8059
51 C -1.7469 0.6277 1.4985
52 H 2.6435 -1.5052 2.9046
53 H 2.8806 -4.5960 1.9988
54 H 1.3202 2.0370 1.4429
55 H -4.5682 -1.4063 -0.5352

Spin multiplicity = 1
Net charge = +2
E_HOMO = -14.35 eV
ΔE to the lowest compared entry with this formula, charge and spin = 0.0000 eV
LUMO = -0.3002 Eh
E_tot = -1705.34657 hartree
Molar mass = 539.4 g mol⁻¹
HOMO-LUMO gap = 6.177 eV

Here are the Löwdin charges for atoms 1 to 8, given in e:
1. H 0.12
2. H 0.07
3. H 0.15
4. C -0.06
5. H 0.07
6. H 0.11
7. C -0.05
8. H 0.13


C25H51InN5O2SSi2 | ωB97M-V/def2-TZVPD

CARTESIAN COORDINATES (ANGSTROEM)
1 N -3.2914 2.4351 -0.2522
2 C 1.3713 2.7405 2.3562
3 H -4.3795 2.3431 2.9904
4 H -3.4554 -1.5905 -1.5299
5 H 4.4531 -0.4626 -2.0898
6 H 2.6344 2.3346 -0.7214
7 N 1.4679 2.2844 0.9716
8 C -1.3669 -1.0642 -3.8538
9 H -2.6388 -0.8987 -0.1289
10 H -3.5482 4.0309 -1.6032
11 H -5.0561 1.8292 0.6329
12 In 0.5848 -0.1769 0.6610
13 C -1.2960 -2.2661 1.8211
14 H -1.8008 1.1665 1.2053
15 H 1.3034 -2.1613 -4.5086
16 C -3.8400 2.7711 2.1449
17 H 3.0102 3.6463 0.3859
18 C 1.8519 -1.2672 -4.2046
19 H 3.2777 -4.9834 1.8909
20 C 2.7400 2.5851 0.3327
21 H 2.3732 2.7743 2.7798
22 H -0.7103 -3.5835 -0.8102
23 C -4.0051 1.8997 0.9082
24 C 1.8741 -0.1705 3.7200
25 H 4.7180 1.7349 0.2357
26 C 3.2657 0.1881 3.1990
27 H 3.1942 -2.5641 1.4126
28 H 3.4847 0.7890 -2.8763
29 H 4.2836 2.2468 1.8484
30 C -0.0093 -3.0780 1.7955
31 H 1.1345 -6.2108 2.2787
32 H 1.3240 -0.3939 -4.5948
33 C 0.4855 1.8338 3.2106
34 H 0.6835 2.6250 0.4314
35 N -1.2549 1.4930 0.4136
36 H -1.8108 -3.7835 -2.1713
37 H -2.9588 0.0975 -1.5588
38 N 1.1368 -2.4211 1.5673
39 Si -1.0827 -1.4384 -2.0390
40 C 1.1339 -5.1463 2.0831
41 C -1.9771 2.1894 -0.4163
42 H 0.4120 0.4735 -1.8391
43 H 2.5398 -3.0372 -0.7359
44 H -0.5589 2.0145 2.9602
45 H -3.7797 1.9476 -3.0050
46 H -0.0738 -3.6535 -2.4587
47 H 0.9845 3.7607 2.4163
48 H 3.3716 0.5456 -1.1370
49 H -3.6860 0.8726 1.0962
50 H -5.1369 1.4332 -2.0010
51 H -5.2804 2.8751 -3.0144
52 H -1.0170 -4.8994 2.2144
53 H 1.8368 0.1216 4.7749
54 N 0.7511 0.4132 2.9796
55 C 2.6269 -2.8820 -1.8093
56 H -0.0837 -0.1275 3.1829
57 H -1.5464 3.7915 -1.8023
58 C 2.2828 -3.1150 1.6084
59 S 3.4860 0.0658 1.3945
60 H -2.7876 2.8666 2.4197
61 C -4.1015 3.1703 -1.2340
62 H -0.2211 2.6598 -1.5129
63 C -4.6002 2.3043 -2.3812
64 H -4.9526 3.5734 -0.6865
65 H 1.7467 -1.2479 3.6815
66 H -4.2295 3.7739 1.9641
67 C -0.8954 -3.2815 -1.8441
68 C 3.4780 0.0329 -2.0849
69 C 0.5187 -0.5683 -1.4975
70 H -0.7451 -1.6801 -4.5041
71 H -1.5813 2.1850 -2.5303
72 C -1.2970 2.7450 -1.6379
73 O -1.1319 -0.9799 1.6935
74 H -2.4119 -1.2658 -4.1115
75 Si 2.0781 -1.1860 -2.3541
76 H 2.0414 -3.6594 -2.3028
77 C -0.0536 -4.4390 2.0476
78 H 3.9836 -0.4896 3.6589
79 C -2.6672 -0.8977 -1.2162
80 C 3.8939 1.7807 0.9449
81 O -2.3465 -2.8382 1.9931
82 H -1.1610 -0.0163 -4.0948
83 C 2.3262 -4.4700 1.8690
84 H 2.8343 -1.3072 -4.6874
85 H 3.6742 -3.0330 -2.0878
86 H 0.6185 2.0953 4.2643
87 H 3.5565 1.1955 3.4889

Spin multiplicity = 1
Net charge = +1
E_HOMO = -11.35 eV
ΔE to the lowest compared entry with this formula, charge and spin = 0.0651 eV
LUMO = -0.0825 Eh
E_tot = -2574.72409 hartree
Molar mass = 656.8 g mol⁻¹
HOMO-LUMO gap = 9.102 eV

Here are the Löwdin charges for atoms 1 to 8, given in e:
1. N -0.07
2. C -0.17
3. H 0.09
4. H 0.06
5. H 0.05
6. H 0.10
7. N -0.12
8. C -0.17